Entry 1:
DFT (ωB97M-V/def2-TZVPD) results for an isolated molecule of C4H6N2O at a distorted geometry.

The geometry in XYZ format:
```
13
Properties=species:S:1:pos:R:3:forces:R:3
O 0.15475 2.24004 1.59756 0.2 -0.1 0.1
N -0.63223 0.21231 0.64548 0.4 -0.4 -0.1
N 1.02399 -0.25002 -0.83629 -0.4 0.0 -0.2
C -0.13336 -0.60627 -0.39483 0.2 0.0 -0.7
C -1.02152 -1.67548 -0.92753 0.1 -0.1 -0.1
C 1.33314 0.91990 -0.13770 0.1 0.3 0.1
C 0.34917 1.21174 0.74257 0.4 -0.3 -0.1
H -0.49927 -0.53440 1.34105 -0.8 0.8 1.0
H -1.78158 -1.99283 -0.20509 0.2 0.1 -0.1
H 2.25278 1.45332 -0.33239 -0.1 0.1 0.0
H 0.93769 2.80635 1.55313 -0.2 -0.1 0.1
H -0.43413 -2.53128 -1.25594 -0.1 0.0 0.0
H -1.54943 -1.25340 -1.79003 0.0 -0.2 0.1
```
Positions in Å, forces in eV/Å.

Results
net charge = 0
SMILES = Cc1ncc(O)[nH]1
HOMO-LUMO gap = 9.028 eV
energy = -340.7419 a.u.
F_max = 1.526 eV/A
ΔE to the lowest compared entry with this formula, charge and spin = 139.1 kJ/mol
HOMO energy = -0.3062 Ha
molecular weight = 98.10 g/mol

Entry 2:
DFT (ωB97M-V/def2-TZVPD) results for a cluster of 5 separate species, C3H14O5 in total at a distorted geometry.

The geometry in XYZ format:
```
22
Properties=species:S:1:pos:R:3:forces:R:3
O 5.49424 -2.11102 1.86623 -0.1 -0.1 -0.4
O -2.28407 0.59506 2.19066 0.0 -0.4 0.0
O -1.68648 1.01493 -1.33828 -0.1 -0.5 -0.4
O -5.13967 1.60918 1.97371 -0.3 0.0 -0.5
O 2.60923 -1.97962 1.58657 0.7 0.3 -0.8
C -0.64649 1.15591 -2.12404 -1.1 0.1 0.8
C 1.24521 0.06737 -3.38665 0.7 0.2 0.5
C -0.06138 0.03626 -2.71578 1.6 -0.4 -0.9
H -0.26254 2.17053 -2.19624 0.4 -0.1 -0.3
H -2.14514 -0.30376 2.51567 0.1 0.1 0.3
H 6.00332 -2.50440 2.57867 0.0 0.1 0.1
H -2.31680 0.44850 1.24491 0.0 0.2 -0.3
H 1.13423 0.17216 -4.47748 -0.1 -0.2 0.0
H -0.47212 -0.96647 -2.75944 -0.9 0.3 0.5
H 1.94281 0.84392 -3.06589 -0.4 0.3 0.0
H 5.48190 -1.16365 2.01766 0.2 0.0 0.2
H 2.74596 -1.08499 1.25074 -0.4 0.1 0.3
H 1.76121 -0.88051 -3.19066 -0.2 -0.1 -0.3
H -5.29218 2.26561 2.66233 0.3 -0.3 0.0
H -4.40431 1.03796 2.22074 0.1 0.4 0.4
H 3.46819 -2.35018 1.30386 -0.3 -0.4 0.6
H -2.58970 1.18032 -1.66488 0.1 0.3 0.2
```
Positions in Å, forces in eV/Å.

Results
net charge = +1
spin multiplicity = 2
HOMO-LUMO gap (alpha / beta) = 8.063 / 4.456 eV
energy = -498.5176 a.u.
F_max = 1.932 eV/A
ΔE to the lowest compared entry with this formula, charge and spin = 226.9 kJ/mol
HOMO energy (alpha / beta) = -0.4861 / -0.4861 Ha
molecular weight = 130.14 g/mol

Entry 3:
DFT (ωB97M-V/def2-TZVPD) results for a cluster of 7 separate species, C18H37Cl6N3O6 in total at a distorted geometry.

The geometry in XYZ format:
```
70
Properties=species:S:1:pos:R:3:forces:R:3
Cl 2.37369 -1.69979 2.24491 1.2 -0.5 0.6
Cl -1.07476 -1.83216 1.49159 0.0 0.1 -0.5
Cl 0.81734 5.34610 5.35229 0.3 0.1 0.3
Cl 0.28406 2.13710 -0.06104 -0.5 -0.1 0.8
Cl 1.74789 1.40766 3.88408 -0.5 -0.4 -0.2
Cl 3.62204 -4.71462 2.05060 0.2 -0.8 0.0
O -0.00986 4.74736 -5.26900 1.3 0.2 0.3
O 1.25136 -0.51887 -6.89085 -0.9 -0.7 7.1
O 1.51589 -1.51392 -4.74648 1.8 -1.5 -0.9
O -1.61454 -6.19822 4.24959 0.6 0.4 -0.1
O -5.83121 2.28808 0.93161 -0.7 1.7 1.0
O 0.66344 0.44805 -4.87309 -0.5 1.2 -0.9
N 1.76882 4.16481 -3.99660 -0.2 0.2 0.8
N -4.57177 0.84064 -0.05830 1.1 -2.2 -0.4
N -1.05099 -5.89287 2.13240 1.6 1.6 -1.8
C 1.15292 4.33008 -5.20630 -2.7 -0.3 0.0
C 4.67811 -3.33397 2.40559 -0.8 0.4 -1.2
C 1.11954 -0.55428 -5.59085 1.6 0.3 -6.1
C 1.16805 4.55795 -2.71648 0.9 1.0 0.7
C 0.58668 3.60926 5.02338 -1.1 0.4 -0.9
C 0.70549 0.12432 -3.52720 -1.2 0.4 2.8
C -0.93283 -5.60252 3.41556 -0.7 -0.5 2.4
C -4.61220 3.02024 -1.03589 1.2 0.4 0.7
C -5.04391 2.08511 0.04064 -1.6 -0.6 0.3
C -1.80114 -6.83778 1.39468 -0.5 -1.0 -0.4
C 0.31615 0.38914 0.53108 -0.2 0.7 -0.3
C -1.05767 -0.08548 1.15177 1.1 1.2 -0.4
C 1.58109 3.18816 3.96274 1.5 -0.5 0.4
C 1.60013 -1.07607 -3.38013 -1.0 0.2 -0.4
C 1.77728 3.75568 -6.44437 1.5 0.0 0.9
C -4.87669 -0.25217 0.88640 0.4 0.2 0.2
C 0.03324 -4.46528 3.80840 -0.8 0.9 -1.0
C 3.81338 -2.33526 3.19103 0.9 0.1 0.0
H 1.74360 5.34136 -2.22343 0.6 0.5 -0.5
H -1.30212 0.35659 2.11765 0.6 0.3 -0.1
H 2.59804 3.44254 4.26142 -0.2 0.5 0.2
H 1.84144 4.45928 -7.27438 -0.5 -0.1 0.1
H 1.00728 -4.72750 4.22142 -0.4 -0.4 0.2
H 1.48428 3.54268 2.93656 -0.7 0.2 0.3
H 1.09928 0.95821 -2.94611 -0.2 0.2 -0.2
H 1.20753 0.33057 1.15567 -0.5 -0.1 0.3
H -3.94499 -0.65824 1.28029 0.2 -0.3 -0.3
H -3.55941 2.76630 -1.15937 0.1 -0.1 -0.9
H 2.49742 -0.68938 -2.89697 1.1 -0.7 -1.2
H -4.53872 4.03147 -0.63575 -0.7 0.1 -0.2
H -0.48252 -5.35684 1.49237 0.2 0.2 0.4
H 0.58767 0.03052 -0.46178 -0.5 -1.3 0.5
H -2.45599 -7.47958 1.98406 0.1 0.4 0.2
H -0.51412 -3.73877 4.40896 0.0 -0.6 0.9
H 2.80279 3.52881 -6.15291 0.3 -0.3 -0.4
H -5.46198 -1.06179 0.45046 0.0 0.1 -0.2
H 0.57318 3.00572 5.93094 0.6 0.2 -0.1
H 4.47381 -1.52614 3.50287 -0.4 0.4 -0.2
H 1.26907 -1.92996 -2.78906 -0.4 0.3 0.1
H -4.15231 0.58067 -0.93955 0.1 -0.1 0.2
H 1.30794 3.80949 -1.93652 -0.7 -0.7 -0.5
H -5.21226 2.92603 -1.94095 0.2 0.1 0.1
H -1.84442 0.26458 0.48349 -0.1 -0.6 -0.2
H -0.43666 3.61443 4.64810 0.1 -0.5 -0.2
H 0.19123 5.04144 -2.72908 -0.2 -0.9 -0.6
H -1.08828 -7.47532 0.87174 -0.1 -0.3 -0.1
H -2.36563 -6.28860 0.64112 -0.3 -0.2 0.0
H 2.68290 3.75167 -3.87873 -0.2 0.1 -0.6
H 4.99917 -2.97847 1.42650 -0.6 0.6 -0.1
H -0.29034 -0.11518 -3.15430 -0.3 0.3 -0.2
H 3.40237 -2.76317 4.10540 0.0 -0.2 -0.3
H -5.37784 0.06205 1.80194 -0.3 0.6 -0.5
H 1.27452 2.82051 -6.69092 -0.1 0.2 -0.2
H 0.21611 -3.76938 2.98964 0.4 -0.5 -0.7
H 5.66893 -3.63310 2.74750 -0.5 -0.2 1.3
```
Positions in Å, forces in eV/Å.

Results
net charge = 0
SMILES = O=C1OCCO1.CNC(C)=O.CNC(C)=O.CNC(C)=O.ClCCCl.ClCCCl.ClCCCl
HOMO-LUMO gap = 9.364 eV
energy = -4084.8612 a.u.
F_max = 7.194 eV/A
ΔE to the lowest compared entry with this formula, charge and spin = 231.4 kJ/mol
HOMO energy = -0.3498 Ha
molecular weight = 604.23 g/mol

Look up the energy of the second one. -498.5176 a.u.